[1]
{
  "formula": "C9H16N2S",
  "method": "ωB97M-V/def2-TZVPD",
  "e_above_lowest_ev": 2.049,
  "smiles": "C/C=N/C(C)(C)C.c1cscn1",
  "energy_ha": -860.1372,
  "homo_lumo_gap_ha": 0.3612,
  "elements": ["C", "C", "N", "C", "C", "C", "C", "H", "H", "H", "H", "H", "H", "H", "H", "H", "H", "H", "H", "H", "C", "C", "S", "C", "N", "H", "H", "H"],
  "coordinates": [[0.1901, -2.6569, 1.5293], [-0.5459, -1.3882, 1.3055], [-0.3132, -0.5742, 0.3470], [-1.2028, 0.5955, 0.0198], [-0.3486, 1.8647, 0.0800], [-1.6016, 0.4456, -1.4587], [-2.4015, 0.9741, 0.8502], [0.4196, -2.9054, 0.5473], [-0.4554, -3.4883, 1.9723], [0.9199, -2.4243, 2.1969], [-1.2796, -1.2144, 2.0821], [0.4663, 2.0078, -0.5819], [-0.9616, 2.8203, -0.1778], [-0.0620, 1.9075, 1.0779], [-1.9325, 1.2934, -1.9479], [-2.4473, -0.2180, -1.5273], [-0.7528, 0.0046, -1.9719], [-2.9460, 0.2016, 1.2921], [-2.2761, 1.6253, 1.7844], [-2.9503, 1.6254, 0.2462], [2.7198, -0.2274, -0.8432], [2.9374, -0.1716, 0.4766], [4.5528, 0.3208, 0.8672], [4.7205, 0.6541, -0.8648], [3.7105, 0.2731, -1.5331], [1.7849, -0.6240, -1.2925], [2.2827, -0.4829, 1.3657], [5.5705, 1.1003, -1.2274]],
  "forces_ev_per_a": [[-3.477, -0.745, -0.436], [-0.961, 1.521, -0.155], [-1.126, -0.700, 0.318], [1.417, 1.113, -0.704], [-1.716, 1.769, -1.038], [0.423, -2.644, 1.253], [0.953, 0.869, 2.464], [1.574, -1.082, -1.449], [0.640, 1.319, -0.526], [2.756, 0.074, 1.634], [-0.732, 0.545, 0.080], [1.089, -0.765, -0.631], [0.513, -1.707, 0.720], [1.017, 0.677, 1.785], [-0.280, 2.238, -0.609], [-0.267, -0.755, -0.133], [-0.025, 0.013, -0.279], [-1.316, -1.668, -0.110], [0.903, -0.721, -1.145], [-1.479, 0.591, -1.019], [-2.708, -0.937, 0.942], [-0.645, -1.287, 3.938], [-0.858, 0.590, -1.310], [-0.896, -1.131, 2.397], [1.535, 0.998, -3.512], [0.873, 0.543, 0.309], [0.968, 0.434, -1.838], [1.825, 0.848, -0.946]],
  "nbo_charge": [-0.66, 0.15, -0.44, 0.08, -0.59, -0.60, -0.64, 0.23, 0.22, 0.22, 0.14, 0.22, 0.20, 0.20, 0.21, 0.20, 0.22, 0.21, 0.21, 0.22, -0.07, -0.42, 0.34, -0.10, -0.43, 0.24, 0.24, 0.20]
}



[2]
{
  "formula": "C9H16N3O",
  "method": "ωB97M-V/def2-TZVPD",
  "e_above_lowest_ev": 5.288,
  "charge": 1,
  "energy_ha": -591.6613,
  "homo_lumo_gap_ha": [0.2577, 0.2574],
  "elements": ["C", "C", "C", "C", "C", "C", "C", "C", "C", "N", "N", "N", "O", "H", "H", "H", "H", "H", "H", "H", "H", "H", "H", "H", "H", "H", "H", "H", "H"],
  "coordinates": [[0.1726, 1.6013, -1.0581], [1.1600, 0.7832, -0.6640], [-1.2288, 1.2662, -1.1416], [0.6811, 2.9369, -1.5806], [2.4434, 1.4807, -0.7154], [-1.4328, -2.7247, 0.0410], [0.6382, -2.0338, 1.3168], [-1.6302, -1.5871, 2.2924], [-0.8196, -1.6895, 0.9804], [-1.5080, 0.0274, -0.4610], [-0.7953, -0.3509, 0.5068], [2.0998, 2.9520, -1.1075], [-2.0947, 1.8417, -1.7430], [0.6380, 2.9843, -2.6696], [0.1109, 3.7678, -1.1682], [2.9752, 1.4594, 0.2340], [3.0850, 1.0533, -1.4868], [-2.4828, -2.5224, -0.1663], [-0.8798, -2.7722, -0.8957], [-1.3824, -3.7015, 0.5126], [1.2284, -2.0700, 0.4052], [0.6842, -2.9977, 1.8135], [1.0569, -1.2752, 1.9700], [-2.6752, -1.3711, 2.0772], [-1.5620, -2.5301, 2.8274], [-1.2319, -0.7959, 2.9218], [-2.1717, -0.5939, -0.9459], [2.7407, 3.3146, -1.8161], [2.1806, 3.5470, -0.2792]],
  "forces_ev_per_a": [[0.824, 0.351, -0.140], [-0.563, -0.950, 0.411], [0.314, 0.963, -0.237], [-0.994, -0.176, -0.187], [-0.100, -0.358, -0.065], [0.099, 0.308, 0.006], [0.004, 0.105, -0.150], [-0.022, 0.175, -0.032], [-0.320, -1.225, 0.278], [-0.219, -1.358, 0.664], [0.131, 1.690, -0.849], [0.299, 0.359, 0.100], [-0.040, -0.235, 0.195], [0.177, 0.145, 0.047], [0.239, 0.190, -0.066], [0.065, 0.218, -0.026], [0.072, 0.159, -0.034], [-0.145, -0.042, -0.020], [0.032, -0.030, -0.106], [-0.006, -0.062, 0.025], [0.052, 0.015, -0.032], [-0.111, -0.117, 0.070], [0.058, 0.077, 0.066], [-0.072, -0.016, 0.026], [0.017, -0.090, -0.037], [0.022, 0.025, 0.081], [0.284, -0.090, 0.077], [-0.131, 0.038, 0.152], [0.033, -0.068, -0.218]],
  "nbo_charge": [-0.34, -0.06, 0.64, -0.25, -0.33, -0.65, -0.58, -0.59, 0.04, -0.27, 0.09, -0.52, -0.50, 0.23, 0.24, 0.25, 0.24, 0.21, 0.23, 0.25, 0.23, 0.23, 0.23, 0.22, 0.24, 0.23, 0.41, 0.44, 0.43]
}



Asked for F_max across the records above, the calculation gives 0.082 0.037 Eh/bohr in order.